Molecular formula: C7H14
Method: DFT, ωB97M-V/def2-TZVPD

Computed properties:
SMILES ... C[C@@H]1[C@H](C)C1(C)C
Maximum force ... 0.00387 hartree/bohr
Relative energy (zero: lowest compared OMol25 entry of this formula, charge and spin) ... 17.8 kcal per mole

ORCA input file:
```
! wB97M-V def2-TZVPD RIJCOSX def2/J DEFGRID3
* xyz 0 1
C 0.926 0.555 1.818
C 0.504 -0.530 0.851
C 0.756 -0.601 -0.645
C 1.536 0.411 -1.462
C -0.629 -0.312 -0.118
C -1.175 1.093 -0.287
C -1.694 -1.386 -0.165
H 1.704 0.196 2.499
H 0.063 0.844 2.434
H 1.298 1.463 1.333
H 0.493 -1.514 1.321
H 0.894 -1.619 -1.009
H 1.015 0.626 -2.404
H 2.528 0.023 -1.720
H 1.685 1.364 -0.945
H -1.915 1.321 0.490
H -1.671 1.197 -1.260
H -0.395 1.858 -0.233
H -1.253 -2.386 -0.080
H -2.391 -1.256 0.674
H -2.279 -1.348 -1.093
*
```

***

Molecular formula: C7H14
Method: DFT, ωB97M-V/def2-TZVPD

Computed properties:
Maximum force ... 0.04994 hartree/bohr
Relative energy (zero: lowest compared OMol25 entry of this formula, charge and spin) ... 69.1 kcal per mole

ORCA input file:
```
! wB97M-V def2-TZVPD RIJCOSX def2/J DEFGRID3
* xyz 0 1
C -1.393 1.290 0.666
C -1.482 -0.226 0.615
C -2.477 -0.842 -0.376
C 0.178 -0.991 0.067
C 1.281 0.021 -0.078
C 2.733 0.085 0.322
C 2.330 0.311 -1.120
H -0.284 1.585 0.423
H -1.981 1.816 -0.097
H -1.514 1.745 1.655
H -1.606 -0.650 1.619
H -3.548 -0.763 -0.135
H -2.336 -0.395 -1.368
H -2.249 -1.910 -0.457
H 0.345 -1.734 0.855
H -0.116 -1.454 -0.880
H 0.809 1.037 0.172
H 3.011 0.954 0.917
H 3.322 -0.802 0.549
H 2.653 -0.414 -1.864
H 2.324 1.337 -1.484
*
```

***

Molecular formula: C7H14
Method: DFT, ωB97M-V/def2-TZVPD

Computed properties:
SMILES ... C=C1CC1.[H][H].C=CC
Maximum force ... 0.02940 hartree/bohr
Relative energy (zero: lowest compared OMol25 entry of this formula, charge and spin) ... 105.5 kcal per mole

ORCA input file:
```
! wB97M-V def2-TZVPD RIJCOSX def2/J DEFGRID3
* xyz 0 1
C 0.743 -1.750 0.260
C 1.504 -0.688 0.091
C 2.894 -0.243 0.207
C 1.946 0.337 -0.854
H 0.905 -2.448 1.077
H -0.041 -1.986 -0.450
H 3.261 0.422 0.984
H 3.588 -1.013 -0.115
H 2.013 0.084 -1.907
H 1.678 1.371 -0.658
H 0.130 2.090 0.432
H 0.677 2.046 0.978
C -1.974 1.533 0.310
C -1.742 0.226 0.385
C -2.420 -0.796 -0.478
H -2.613 1.965 -0.454
H -1.611 2.206 1.076
H -1.085 -0.150 1.169
H -3.319 -1.139 0.046
H -2.723 -0.385 -1.445
H -1.810 -1.683 -0.656
*
```

***

Molecular formula: C7H14
Method: DFT, ωB97M-V/def2-TZVPD

Computed properties:
SMILES ... C=C[C@]1(C)C[C@H]1C.[H][H]
Maximum force ... 0.00543 hartree/bohr
Relative energy (zero: lowest compared OMol25 entry of this formula, charge and spin) ... 54.4 kcal per mole

ORCA input file:
```
! wB97M-V def2-TZVPD RIJCOSX def2/J DEFGRID3
* xyz 0 1
C -0.240 -2.188 1.515
C -0.434 -0.885 1.309
C 0.274 -0.039 0.300
C 1.088 -0.777 -0.743
C 0.812 1.243 0.901
C -0.353 1.310 -0.040
C -0.153 1.980 -1.385
H 0.427 -2.770 0.884
H -0.715 -2.721 2.336
H -1.106 -0.331 1.971
H 0.494 -1.582 -1.191
H 1.997 -1.217 -0.314
H 1.387 -0.107 -1.552
H 0.625 1.369 1.963
H 1.782 1.606 0.559
H -1.334 1.488 0.402
H 0.871 1.827 -1.738
H -0.841 1.606 -2.153
H -0.290 3.066 -1.299
H -1.968 -1.567 -0.561
H -2.323 -1.311 -1.164
*
```

***

Molecular formula: C7H14
Method: DFT, ωB97M-V/def2-TZVPD

Computed properties:
SMILES ... C[C@@H]1[C@H](C)C[C@@H]1C
Maximum force ... 0.16123 hartree/bohr
Relative energy (zero: lowest compared OMol25 entry of this formula, charge and spin) ... 65.7 kcal per mole

ORCA input file:
```
! wB97M-V def2-TZVPD RIJCOSX def2/J DEFGRID3
* xyz 0 1
C 1.466 -0.306 0.972
C 0.543 -0.862 0.008
C 0.188 -0.233 -1.284
C 1.325 0.535 -1.936
C -0.965 0.578 -0.667
C -1.247 -0.450 0.443
C -1.620 0.054 1.818
H 1.431 -0.730 1.980
H 1.347 0.784 1.051
H 2.472 -0.494 0.572
H -0.021 -1.866 0.310
H -0.219 -0.954 -2.004
H 1.748 1.290 -1.263
H 2.137 -0.135 -2.246
H 0.966 1.054 -2.834
H -1.806 0.828 -1.325
H -0.590 1.517 -0.235
H -1.975 -1.194 0.090
H -0.879 0.754 2.216
H -2.578 0.588 1.791
H -1.724 -0.759 2.544
*
```

***

Molecular formula: C7H14
Method: DFT, ωB97M-V/def2-TZVPD

Computed properties:
Maximum force ... 0.00660 hartree/bohr
Relative energy (zero: lowest compared OMol25 entry of this formula, charge and spin) ... 141.8 kcal per mole

ORCA input file:
```
! wB97M-V def2-TZVPD RIJCOSX def2/J DEFGRID3
* xyz 0 1
C -0.272 -1.819 0.150
C 0.271 -0.390 0.263
C 1.528 -0.248 -0.606
C 0.609 -0.057 1.719
C -0.773 0.571 -0.282
C -1.365 0.871 -1.556
C -0.699 1.964 -0.815
H -1.191 -1.940 0.739
H -0.498 -2.071 -0.892
H 0.460 -2.540 0.529
H 2.259 -1.009 -0.314
H 1.295 -0.384 -1.667
H 1.996 0.734 -0.477
H -0.271 -0.169 2.367
H 1.389 -0.726 2.099
H 0.966 0.975 1.810
H -1.698 0.511 0.819
H -1.071 0.364 -2.466
H -1.987 0.328 -0.046
H -1.283 2.774 -0.362
H 0.336 2.261 -1.013
*
```

***

Molecular formula: C7H14
Method: DFT, ωB97M-V/def2-TZVPD

Computed properties:
SMILES ... C1CCCCCC1
Maximum force ... 0.06900 hartree/bohr
Relative energy (zero: lowest compared OMol25 entry of this formula, charge and spin) ... 31.6 kcal per mole

ORCA input file:
```
! wB97M-V def2-TZVPD RIJCOSX def2/J DEFGRID3
* xyz 0 1
C 0.267 -0.908 -1.490
C 0.852 0.486 -1.278
C 1.548 0.689 0.073
C 0.644 0.932 1.304
C -0.866 0.930 1.236
C -1.473 -0.600 0.696
C -0.903 -1.298 -0.552
H 1.089 -1.635 -1.385
H -0.068 -1.012 -2.538
H 1.602 0.626 -2.068
H 0.084 1.253 -1.439
H 2.176 -0.193 0.265
H 2.268 1.515 -0.028
H 0.907 0.086 2.053
H 0.966 1.837 1.834
H -1.300 1.161 2.239
H -1.275 1.612 0.480
H -1.444 -1.311 1.541
H -2.534 -0.312 0.624
H -1.810 -1.426 -1.221
H -0.731 -2.432 -0.346
*
```

***

Molecular formula: C7H14
Method: DFT, ωB97M-V/def2-TZVPD

Computed properties:
SMILES ... CC(C)CC1CC1
Maximum force ... 0.00416 hartree/bohr
Relative energy (zero: lowest compared OMol25 entry of this formula, charge and spin) ... 19.6 kcal per mole

ORCA input file:
```
! wB97M-V def2-TZVPD RIJCOSX def2/J DEFGRID3
* xyz 0 1
C -1.275 1.175 -0.871
C -1.179 -0.041 0.055
C -2.403 -0.937 -0.141
C 0.130 -0.821 -0.166
C 1.335 -0.237 0.546
C 2.706 -0.290 -0.067
C 2.008 1.030 0.096
H -1.255 0.852 -1.921
H -2.211 1.722 -0.711
H -0.450 1.875 -0.716
H -1.185 0.318 1.095
H -3.329 -0.383 0.054
H -2.451 -1.312 -1.171
H -2.379 -1.804 0.530
H -0.001 -1.855 0.184
H 0.330 -0.891 -1.246
H 1.307 -0.376 1.626
H 3.560 -0.511 0.567
H 2.787 -0.684 -1.077
H 1.647 1.519 -0.804
H 2.364 1.714 0.861
*
```

***

Molecular formula: C7H14
Method: DFT, ωB97M-V/def2-TZVPD

Computed properties:
SMILES ... CC[C@H]1CC[C@H]1C
Maximum force ... 0.02596 hartree/bohr
Relative energy (zero: lowest compared OMol25 entry of this formula, charge and spin) ... 29.4 kcal per mole

ORCA input file:
```
! wB97M-V def2-TZVPD RIJCOSX def2/J DEFGRID3
* xyz 0 1
C -1.800 -0.479 1.669
C -0.723 -0.956 0.637
C -0.583 0.175 -0.330
C -0.082 1.391 0.472
C 1.301 1.176 -0.139
C 0.665 0.285 -1.222
C 1.409 -0.955 -1.660
H -1.539 0.392 2.315
H -2.745 -0.124 1.230
H -1.960 -1.411 2.184
H 0.222 -1.177 1.162
H -0.937 -1.902 0.097
H -1.540 0.257 -0.860
H -0.067 1.278 1.560
H -0.595 2.303 0.177
H 1.844 2.068 -0.440
H 1.908 0.580 0.553
H 0.396 0.891 -2.094
H 1.684 -1.570 -0.794
H 0.810 -1.565 -2.345
H 2.330 -0.660 -2.172
*
```

***

Molecular formula: C7H14
Method: DFT, ωB97M-V/def2-TZVPD

Computed properties:
SMILES ... CC(C)(C)C1CC1
Maximum force ... 0.00493 hartree/bohr
Relative energy (zero: lowest compared OMol25 entry of this formula, charge and spin) ... 20.0 kcal per mole

ORCA input file:
```
! wB97M-V def2-TZVPD RIJCOSX def2/J DEFGRID3
* xyz 0 1
C 1.133 0.887 -1.298
C 0.287 0.520 -0.069
C -1.075 1.215 -0.196
C 0.992 0.952 1.241
C 0.179 -1.005 -0.023
C -0.942 -1.840 -0.569
C -0.735 -1.727 0.919
H 2.147 0.477 -1.217
H 0.679 0.478 -2.209
H 1.217 1.975 -1.419
H -0.943 2.303 -0.230
H -1.592 0.918 -1.116
H -1.730 0.993 0.654
H 1.492 0.091 1.701
H 1.748 1.729 1.077
H 0.272 1.332 1.975
H 1.165 -1.460 -0.128
H -1.819 -1.351 -0.986
H -0.680 -2.777 -1.052
H -0.336 -2.573 1.471
H -1.458 -1.135 1.474
*
```

***

Molecular formula: C7H14
Method: DFT, ωB97M-V/def2-TZVPD

Computed properties:
Maximum force ... 0.00831 hartree/bohr
Relative energy (zero: lowest compared OMol25 entry of this formula, charge and spin) ... 114.1 kcal per mole

ORCA input file:
```
! wB97M-V def2-TZVPD RIJCOSX def2/J DEFGRID3
* xyz 0 1
C -1.721 -1.448 -0.481
C -0.723 -0.394 -0.931
C -1.083 1.032 -0.705
C -0.071 1.641 0.794
C 0.381 0.059 -0.012
C 0.515 -0.762 1.264
C 1.715 0.255 -0.708
H -1.259 -2.437 -0.366
H -2.518 -1.535 -1.227
H -2.195 -1.165 0.463
H -0.321 -0.618 -1.924
H -0.549 1.627 -1.465
H -0.210 2.638 0.376
H 0.947 1.675 1.223
H -0.771 1.492 1.613
H 1.278 -0.334 1.925
H 0.825 -1.780 0.996
H -0.422 -0.831 1.820
H 1.594 0.760 -1.671
H 2.405 0.847 -0.093
H 2.181 -0.721 -0.889
*
```

***

Question: relative energy (zero: lowest compared OMol25 entry of this formula, charge and spin) of number 5 (C7H14)?
Answer: 65.7 kcal per mole

***

Question: The lowest relative energy (zero: lowest compared OMol25 entry of this formula, charge and spin) belongs to which entry?
Answer: number 1

***

Question: What is the maximum force in the fourth record?
Answer: 0.00543 hartree/bohr

***

Question: Among the records above, which one has the highest relative energy (zero: lowest compared OMol25 entry of this formula, charge and spin)?
Answer: number 6